a | {
  "formula": "C41H114N12O11",
  "method": "ωB97M-V/def2-TZVPD",
  "orbital_gap_ev": 9.069,
  "e_lumo_ev": 0.167,
  "symbols": ["C", "O", "N", "N", "H", "H", "H", "H", "C", "C", "C", "O", "C", "N", "H", "H", "H", "H", "H", "H", "H", "H", "H", "H", "H", "C", "C", "C", "O", "C", "N", "H", "H", "H", "H", "H", "H", "H", "H", "H", "H", "H", "C", "C", "C", "O", "C", "N", "H", "H", "H", "H", "H", "H", "H", "H", "H", "H", "H", "C", "C", "C", "O", "C", "N", "H", "H", "H", "H", "H", "H", "H", "H", "H", "H", "H", "C", "C", "C", "O", "C", "N", "H", "H", "H", "H", "H", "H", "H", "H", "H", "H", "H", "C", "C", "C", "O", "C", "N", "H", "H", "H", "H", "H", "H", "H", "H", "H", "H", "H", "C", "C", "C", "O", "C", "N", "H", "H", "H", "H", "H", "H", "H", "H", "H", "H", "H", "C", "C", "C", "O", "C", "N", "H", "H", "H", "H", "H", "H", "H", "H", "H", "H", "H", "C", "C", "C", "O", "C", "N", "H", "H", "H", "H", "H", "H", "H", "H", "H", "H", "H", "C", "C", "C", "O", "C", "N", "H", "H", "H", "H", "H", "H", "H", "H", "H", "H", "H"],
  "positions_angstrom": [[3.636, -5.073, 3.935], [4.857, -4.980, 3.783], [3.075, -4.797, 5.062], [2.772, -5.544, 3.108], [2.107, -5.054, 5.187], [3.745, -4.612, 5.795], [1.824, -5.455, 3.443], [2.981, -5.994, 2.228], [-2.591, 1.709, 10.506], [-1.255, 1.504, 9.807], [-0.292, 0.696, 10.661], [1.036, 0.534, 10.126], [1.180, -0.519, 9.180], [-1.546, 1.015, 8.465], [-2.334, 2.126, 11.479], [-3.044, 0.727, 10.639], [-3.282, 2.376, 9.991], [-0.784, 2.472, 9.637], [-0.668, -0.304, 10.879], [-0.153, 1.165, 11.635], [2.212, -0.440, 8.837], [0.583, -0.585, 8.271], [1.142, -1.514, 9.624], [-1.882, 0.085, 8.672], [-0.616, 0.756, 8.171], [-3.274, -3.435, 5.259], [-2.280, -4.324, 5.961], [-2.777, -5.027, 7.252], [-2.913, -3.890, 8.140], [-3.447, -4.244, 9.435], [-1.926, -5.402, 5.015], [-3.212, -2.515, 5.841], [-4.284, -3.841, 5.222], [-2.889, -3.196, 4.267], [-1.363, -3.779, 6.187], [-2.037, -5.663, 7.737], [-3.769, -5.447, 7.083], [-4.304, -4.899, 9.277], [-3.700, -3.346, 9.998], [-2.631, -4.694, 10.001], [-1.674, -6.263, 5.478], [-2.743, -5.646, 4.473], [-7.338, 0.825, -12.184], [-5.989, 0.979, -11.461], [-5.665, 0.067, -10.291], [-4.387, 0.308, -9.798], [-3.973, -0.551, -8.717], [-4.949, 1.046, -12.486], [-8.166, 1.045, -11.510], [-7.437, -0.251, -12.327], [-7.524, 1.329, -13.132], [-5.996, 1.980, -11.030], [-5.780, -0.892, -10.796], [-6.479, 0.184, -9.575], [-4.799, -0.502, -8.007], [-3.132, -0.173, -8.136], [-3.780, -1.614, -8.858], [-4.065, 1.369, -12.118], [-5.165, 1.768, -13.159], [-3.518, 3.952, 1.528], [-3.381, 4.446, 2.974], [-4.235, 5.701, 3.359], [-3.897, 6.838, 2.525], [-4.410, 8.131, 2.969], [-3.703, 3.216, 3.751], [-2.917, 4.516, 0.815], [-4.524, 3.989, 1.111], [-3.261, 2.917, 1.302], [-2.354, 4.807, 3.039], [-3.920, 5.903, 4.383], [-5.310, 5.526, 3.312], [-4.071, 8.302, 3.991], [-5.492, 8.002, 2.955], [-4.057, 8.980, 2.383], [-3.075, 2.503, 3.407], [-3.471, 3.352, 4.724], [1.033, 3.355, -8.615], [0.257, 4.255, -7.649], [1.066, 5.592, -7.381], [2.485, 5.497, -7.040], [2.694, 4.847, -5.822], [-0.960, 4.405, -8.375], [1.989, 3.042, -8.195], [1.246, 3.933, -9.514], [0.573, 2.405, -8.887], [0.221, 3.730, -6.694], [0.513, 6.246, -6.707], [1.048, 6.241, -8.257], [3.716, 4.975, -5.465], [2.708, 3.765, -5.952], [2.081, 5.147, -4.972], [-0.780, 4.892, -9.241], [-1.238, 3.545, -8.826], [2.219, 1.810, 0.800], [1.651, 0.740, 1.719], [1.386, -0.519, 0.928], [0.302, -0.270, 0.033], [0.559, -0.224, -1.363], [2.461, 0.607, 2.927], [2.331, 2.804, 1.232], [1.559, 1.925, -0.060], [3.105, 1.559, 0.216], [0.673, 1.144, 1.980], [1.004, -1.201, 1.688], [2.260, -0.987, 0.475], [-0.298, -0.358, -2.023], [1.215, -1.028, -1.693], [0.978, 0.709, -1.739], [2.709, 1.541, 3.220], [3.284, 0.067, 2.699], [2.936, -2.720, -7.967], [3.055, -4.104, -8.684], [3.274, -3.972, -10.197], [2.772, -5.103, -10.955], [3.381, -5.308, -12.210], [4.133, -4.973, -8.266], [2.570, -2.945, -6.965], [2.183, -2.044, -8.373], [3.810, -2.203, -7.570], [2.157, -4.679, -8.454], [4.327, -3.737, -10.348], [2.708, -3.109, -10.546], [4.394, -5.631, -11.968], [3.387, -4.467, -12.904], [2.821, -6.095, -12.716], [4.041, -5.850, -8.758], [4.971, -4.645, -8.724], [-3.932, -4.790, -0.894], [-5.228, -5.379, -0.280], [-6.362, -5.603, -1.280], [-6.848, -4.325, -1.711], [-7.867, -4.138, -2.737], [-4.963, -6.577, 0.468], [-4.028, -4.183, -1.794], [-3.115, -5.433, -1.220], [-3.421, -4.095, -0.227], [-5.610, -4.727, 0.506], [-7.121, -6.248, -0.837], [-5.946, -6.093, -2.160], [-8.364, -3.173, -2.630], [-8.618, -4.869, -2.439], [-7.504, -4.292, -3.753], [-4.925, -7.290, -0.247], [-5.743, -6.911, 1.017], [7.844, 0.302, 1.549], [8.503, -0.854, 0.726], [7.742, -1.188, -0.564], [7.702, -0.005, -1.425], [6.896, -0.317, -2.588], [9.899, -0.520, 0.480], [7.213, 0.897, 0.889], [8.599, 0.878, 2.083], [7.075, -0.109, 2.203], [8.329, -1.728, 1.355], [6.757, -1.592, -0.331], [8.218, -2.031, -1.065], [5.942, -0.626, -2.159], [7.231, -1.173, -3.174], [6.634, 0.520, -3.236], [10.232, -1.168, -0.219], [10.136, 0.390, 0.112], [2.490, 6.346, 5.968], [2.338, 5.575, 7.318], [3.699, 5.290, 8.039], [4.507, 4.440, 7.199], [5.600, 3.802, 7.913], [1.528, 6.410, 8.118], [3.095, 5.830, 5.223], [2.964, 7.313, 6.136], [1.486, 6.568, 5.604], [1.924, 4.597, 7.072], [3.510, 4.783, 8.985], [4.261, 6.222, 8.109], [6.452, 4.459, 8.083], [6.059, 3.007, 7.325], [5.412, 3.243, 8.830], [1.259, 5.912, 8.954], [1.826, 7.373, 8.177]]
}

***

b | {
  "formula": "C41H114N12O11",
  "method": "ωB97M-V/def2-TZVPD",
  "orbital_gap_ev": 8.631,
  "e_lumo_ev": 0.391,
  "symbols": ["C", "C", "C", "O", "C", "N", "H", "H", "H", "H", "H", "H", "H", "H", "H", "H", "H", "C", "C", "C", "O", "C", "N", "H", "H", "H", "H", "H", "H", "H", "H", "H", "H", "H", "C", "C", "C", "O", "C", "N", "H", "H", "H", "H", "H", "H", "H", "H", "H", "H", "H", "C", "C", "C", "O", "C", "N", "H", "H", "H", "H", "H", "H", "H", "H", "H", "H", "H", "C", "C", "C", "O", "C", "N", "H", "H", "H", "H", "H", "H", "H", "H", "H", "H", "H", "C", "C", "C", "O", "C", "N", "H", "H", "H", "H", "H", "H", "H", "H", "H", "H", "H", "C", "C", "C", "O", "C", "N", "H", "H", "H", "H", "H", "H", "H", "H", "H", "H", "H", "C", "C", "C", "O", "C", "N", "H", "H", "H", "H", "H", "H", "H", "H", "H", "H", "H", "C", "C", "C", "O", "C", "N", "H", "H", "H", "H", "H", "H", "H", "H", "H", "H", "H", "C", "C", "C", "O", "C", "N", "H", "H", "H", "H", "H", "H", "H", "H", "H", "H", "H", "C", "O", "N", "N", "H", "H", "H", "H"],
  "positions_angstrom": [[-2.601, -6.805, -1.699], [-2.189, -5.429, -1.146], [-2.129, -5.556, 0.384], [-1.483, -4.392, 0.907], [-0.879, -4.615, 2.196], [-0.828, -5.272, -1.634], [-1.972, -7.673, -1.500], [-2.551, -6.829, -2.788], [-3.599, -7.133, -1.407], [-2.842, -4.619, -1.472], [-1.525, -6.442, 0.582], [-3.164, -5.496, 0.721], [-0.095, -3.893, 2.426], [-0.450, -5.606, 2.347], [-1.588, -4.391, 2.992], [-0.283, -5.917, -1.079], [-0.641, -4.372, -1.218], [1.841, 0.413, 3.763], [2.561, -0.045, 5.079], [2.062, -1.464, 5.469], [2.498, -2.425, 4.452], [2.161, -3.744, 4.606], [4.016, -0.093, 4.866], [1.678, -0.353, 3.005], [2.321, 1.286, 3.320], [0.825, 0.731, 3.996], [2.480, 0.646, 5.918], [0.995, -1.443, 5.689], [2.402, -1.724, 6.471], [2.413, -4.124, 5.596], [2.735, -4.349, 3.904], [1.116, -4.051, 4.633], [4.173, -0.646, 4.035], [4.256, 0.790, 4.439], [4.111, 4.600, -1.930], [3.429, 5.410, -0.755], [4.449, 6.028, 0.212], [3.810, 6.704, 1.334], [4.641, 7.516, 2.157], [2.561, 6.329, -1.393], [4.696, 3.770, -1.536], [4.959, 5.065, -2.433], [3.486, 4.262, -2.757], [2.743, 4.763, -0.210], [4.961, 6.785, -0.381], [5.045, 5.197, 0.589], [4.124, 7.958, 3.010], [4.973, 8.377, 1.577], [5.502, 6.968, 2.539], [3.219, 6.630, -2.098], [2.346, 7.207, -0.942], [0.835, 0.891, -3.317], [2.245, 1.440, -3.527], [3.227, 0.289, -3.881], [3.371, -0.569, -2.786], [4.294, -0.147, -1.794], [2.175, 2.521, -4.572], [0.474, 0.370, -4.204], [0.219, 1.767, -3.112], [0.818, 0.239, -2.443], [2.544, 1.828, -2.553], [4.197, 0.695, -4.166], [3.062, -0.312, -4.775], [3.724, 0.500, -1.128], [5.151, 0.386, -2.206], [4.681, -1.008, -1.249], [1.603, 2.304, -5.376], [3.057, 2.524, -5.065], [-4.627, -1.346, -1.939], [-5.824, -1.125, -1.047], [-5.529, -0.199, 0.236], [-4.390, -0.638, 1.008], [-4.709, -1.559, 2.016], [-6.931, -0.554, -1.810], [-4.133, -0.432, -2.268], [-4.927, -1.931, -2.809], [-3.802, -1.942, -1.548], [-6.099, -2.075, -0.590], [-6.500, -0.124, 0.725], [-5.398, 0.842, -0.061], [-5.409, -2.259, 1.559], [-5.312, -1.261, 2.873], [-3.898, -2.219, 2.324], [-6.657, 0.414, -1.902], [-6.927, -0.826, -2.783], [7.198, -5.287, 1.930], [7.473, -3.754, 2.120], [6.103, -3.015, 2.199], [5.235, -3.394, 1.247], [4.026, -2.681, 1.297], [8.388, -3.477, 3.168], [8.149, -5.787, 2.116], [6.843, -5.516, 0.926], [6.510, -5.517, 2.744], [7.953, -3.330, 1.238], [6.243, -1.935, 2.146], [5.728, -3.147, 3.213], [3.443, -2.967, 2.173], [3.381, -2.987, 0.474], [4.131, -1.600, 1.211], [8.038, -3.689, 4.092], [9.079, -4.184, 2.962], [-2.808, 2.251, -2.718], [-4.036, 2.301, -3.717], [-5.191, 3.046, -3.053], [-5.774, 2.276, -1.979], [-6.978, 2.910, -1.439], [-3.496, 3.036, -4.821], [-1.942, 1.694, -3.077], [-3.175, 1.626, -1.904], [-2.506, 3.213, -2.304], [-4.406, 1.304, -3.954], [-5.972, 3.284, -3.775], [-4.814, 4.023, -2.750], [-7.817, 2.918, -2.134], [-6.873, 3.949, -1.125], [-7.539, 2.294, -0.737], [-2.586, 2.648, -5.022], [-3.291, 3.979, -4.524], [-5.962, 8.714, 0.250], [-5.722, 7.970, 1.514], [-4.569, 6.959, 1.290], [-4.836, 6.047, 0.273], [-3.839, 4.981, 0.178], [-5.488, 8.976, 2.514], [-5.317, 9.568, 0.039], [-6.974, 9.116, 0.203], [-5.859, 8.075, -0.627], [-6.655, 7.468, 1.771], [-4.467, 6.373, 2.203], [-3.584, 7.426, 1.310], [-2.854, 5.404, -0.014], [-4.098, 4.234, -0.573], [-3.897, 4.429, 1.116], [-5.753, 8.461, 3.342], [-6.291, 9.551, 2.304], [2.062, -10.540, -0.375], [1.281, -9.273, -0.221], [2.208, -8.112, 0.367], [1.375, -6.929, 0.447], [2.215, -5.852, 0.807], [0.647, -8.831, -1.489], [2.794, -10.539, -1.183], [1.332, -11.310, -0.625], [2.571, -10.784, 0.558], [0.437, -9.549, 0.412], [2.973, -7.961, -0.394], [2.760, -8.331, 1.281], [1.727, -4.887, 0.670], [3.204, -5.786, 0.353], [2.429, -5.998, 1.865], [0.328, -7.884, -1.339], [1.310, -8.861, -2.250], [0.385, -1.190, 0.370], [-0.935, -0.650, 0.853], [-1.121, 0.840, 0.389], [-0.026, 1.591, 0.948], [-0.038, 2.927, 0.639], [-1.927, -1.585, 0.440], [1.291, -0.647, 0.639], [0.441, -1.418, -0.695], [0.549, -2.181, 0.793], [-0.989, -0.656, 1.941], [-2.127, 1.184, 0.632], [-1.203, 0.986, -0.688], [-0.921, 3.454, 1.002], [-0.002, 3.096, -0.437], [0.872, 3.374, 1.038], [-1.893, -2.509, 0.847], [-2.838, -1.272, 0.744], [-0.246, 5.213, -3.377], [-0.954, 4.917, -4.374], [-0.316, 6.320, -2.661], [0.743, 4.450, -3.013], [0.372, 6.506, -1.945], [-0.974, 7.000, -3.012], [0.916, 3.711, -3.679], [1.362, 4.721, -2.262]]
}

***

Here are the energies relative to the best structure, in eV: a 2.519; b 0.000.

***

a | {
  "formula": "C7H17N",
  "method": "ωB97M-V/def2-TZVPD",
  "orbital_gap_ev": 8.546,
  "e_lumo_ev": 0.348,
  "symbols": ["C", "C", "C", "N", "C", "C", "C", "C", "H", "H", "H", "H", "H", "H", "H", "H", "H", "H", "H", "H", "H", "H", "H", "H", "H"],
  "positions_angstrom": [[1.185, -1.150, 1.277], [1.574, 0.103, 0.432], [2.537, -0.391, -0.692], [0.595, 1.197, 0.079], [-0.178, 0.397, -0.597], [-1.676, 0.244, -0.399], [-2.131, -1.177, -0.718], [-2.102, 0.659, 1.028], [2.087, -1.579, 1.685], [0.693, -1.940, 0.703], [0.530, -0.860, 2.124], [2.291, 0.582, 1.114], [2.802, 0.406, -1.383], [3.458, -0.749, -0.245], [2.097, -1.222, -1.277], [0.055, 0.073, -1.631], [0.878, 2.835, -1.773], [0.728, 2.875, -2.504], [-2.185, 0.967, -1.049], [-1.717, -1.914, -0.023], [-3.232, -1.288, -0.630], [-1.850, -1.417, -1.745], [-1.658, 1.632, 1.266], [-3.173, 0.794, 1.111], [-1.702, -0.007, 1.785]]
}

***

b | {
  "formula": "C7H17N",
  "method": "ωB97M-V/def2-TZVPD",
  "orbital_gap_ev": 9.918,
  "e_lumo_ev": 1.110,
  "symbols": ["C", "N", "C", "C", "C", "C", "C", "C", "H", "H", "H", "H", "H", "H", "H", "H", "H", "H", "H", "H", "H", "H", "H", "H", "H"],
  "positions_angstrom": [[1.866, 0.948, 0.748], [0.967, -0.128, 0.342], [-0.401, 0.399, 0.069], [-1.431, -0.740, 0.282], [-2.850, -0.145, 0.316], [-1.182, -1.887, -0.791], [-0.427, 0.952, -1.348], [3.339, 0.602, 0.598], [1.624, 1.134, 1.797], [1.672, 1.942, 0.303], [1.291, -0.557, -0.519], [-0.664, 1.210, 0.767], [-1.216, -1.290, 1.186], [-3.418, -0.631, -0.462], [-3.292, -0.386, 1.291], [-2.806, 0.943, 0.415], [-0.945, -1.656, -1.823], [-0.325, -2.397, -0.326], [-1.980, -2.631, -0.768], [-1.266, 1.518, -1.766], [0.422, 1.626, -1.516], [-0.359, 0.130, -2.056], [4.068, 1.240, 0.100], [3.805, 0.374, 1.552], [3.354, -0.395, 0.131]]
}

***

c | {
  "formula": "C7H17N",
  "method": "ωB97M-V/def2-TZVPD",
  "orbital_gap_ev": 9.943,
  "e_lumo_ev": 1.100,
  "symbols": ["C", "N", "C", "C", "C", "C", "C", "C", "H", "H", "H", "H", "H", "H", "H", "H", "H", "H", "H", "H", "H", "H", "H", "H", "H"],
  "positions_angstrom": [[2.167, -0.222, 0.805], [0.832, -0.727, 0.416], [-0.123, 0.332, 0.098], [-1.543, -0.234, -0.183], [-2.592, 0.844, 0.100], [-1.741, -0.606, -1.692], [0.330, 1.344, -0.938], [2.677, -1.232, 1.875], [2.170, 0.703, 1.399], [2.914, -0.077, 0.025], [0.995, -1.293, -0.409], [-0.187, 0.986, 0.986], [-1.667, -1.186, 0.323], [-2.911, 1.343, -0.808], [-3.487, 0.383, 0.538], [-2.253, 1.488, 0.920], [-1.158, -0.021, -2.403], [-1.353, -1.627, -1.851], [-2.793, -0.653, -1.960], [-0.517, 1.995, -1.189], [1.166, 1.945, -0.588], [0.608, 0.924, -1.911], [3.489, -0.773, 2.464], [1.900, -1.498, 2.571], [3.076, -2.138, 1.412]]
}

***

d | {
  "formula": "C7H17N",
  "method": "ωB97M-V/def2-TZVPD",
  "orbital_gap_ev": 7.316,
  "e_lumo_ev": 0.821,
  "symbols": ["C", "C", "C", "N", "C", "H", "H", "H", "H", "H", "H", "H", "H", "H", "C", "C", "C", "H", "H", "H", "H", "H", "H", "H", "H"],
  "positions_angstrom": [[-1.648, -0.089, -1.405], [-0.866, -0.828, -2.455], [-0.634, -0.351, 0.747], [-0.523, -1.728, 0.850], [-1.347, 0.413, 1.601], [0.373, -2.137, 0.636], [-1.184, -2.170, 1.470], [-2.497, -0.631, -1.006], [-1.898, 0.945, -1.624], [-1.561, 1.449, 1.393], [-1.720, -0.003, 2.525], [-0.061, -0.215, -2.861], [-0.424, -1.729, -2.017], [-1.505, -1.136, -3.288], [1.298, 0.288, 0.234], [1.996, 0.069, 1.544], [1.179, 1.729, -0.173], [1.626, -0.376, -0.566], [-0.570, 0.095, -0.482], [2.204, -0.985, 1.736], [0.683, 1.847, -1.138], [1.365, 0.447, 2.360], [2.954, 0.601, 1.591], [2.159, 2.214, -0.249], [0.601, 2.283, 0.577]]
}

***

Here are the energies relative to the best structure, in eV: a 3.082; b 0.297; c 0.000; d 4.377.